(1)
Density functional theory data (wB97M-V/def2-TZVPD) for a cluster of 2 separate species, H2 in total in a non-equilibrium geometry.

Electronic energy, a.u.: -1.06229
ΔE to the lowest compared entry with this formula, charge and spin, eV: 2.683
Gap between HOMO and LUMO, Eh: 0.43031
E_HOMO, eV: -11.7

Each line ends with the Löwdin charge.
Atoms and positions in Å:
H  0.000  0.000  0.698  0.000
H  0.000  0.000  -0.698  0.000


(2)
Density functional theory data (wB97M-V/def2-TZVPD) for a cluster of 10 separate species, H20N2O11 in total in a non-equilibrium geometry.

Electronic energy, a.u.: -948.89372
ΔE to the lowest compared entry with this formula, charge and spin, eV: 2.201
Gap between HOMO and LUMO, Eh: 0.30370
E_HOMO, eV: -9.7

Each line ends with the natural charge from an NBO analysis.
Atoms and positions in Å:
N  0.235  -1.895  2.286  -0.831
H  0.066  -2.417  3.126  0.430
H  0.304  -0.920  2.707  0.456
H  -0.444  -1.951  1.570  0.468
H  1.103  -2.184  2.000  0.458
N  -0.355  0.275  -0.419  0.730
O  0.405  -0.550  -0.861  -0.549
O  -1.574  0.023  -0.409  -0.582
O  0.008  0.802  0.590  -0.539
O  -3.138  1.092  1.848  -0.953
H  -2.557  1.280  2.597  0.451
H  -2.540  0.672  1.211  0.489
O  1.843  -3.120  -0.744  -0.958
H  1.448  -2.138  -0.836  0.493
H  2.714  -2.894  -0.756  0.457
O  1.169  -1.730  -3.242  -0.968
H  0.408  -2.116  -3.656  0.469
H  0.873  -0.954  -2.691  0.488
O  0.488  3.824  -1.221  -0.941
H  0.177  2.965  -1.333  0.470
H  1.299  3.821  -0.831  0.470
O  -2.361  1.717  -2.762  -0.938
H  -2.939  1.100  -2.271  0.475
H  -3.027  2.069  -3.390  0.463
O  -2.106  -2.939  -0.311  -0.942
H  -2.617  -2.975  0.474  0.450
H  -1.948  -1.975  -0.381  0.487
O  1.968  3.393  1.161  -0.946
H  1.368  4.192  1.357  0.483
H  1.709  2.789  1.845  0.466
O  2.860  -0.055  1.011  -0.985
H  2.843  0.222  1.947  0.459
H  2.317  0.582  0.399  0.521


(3)
Density functional theory data (wB97M-V/def2-TZVPD) for a cluster of 11 separate species, H20NO13 in total in a non-equilibrium geometry.

Electronic energy, a.u.: -1044.72234
Charge: -1
ΔE to the lowest compared entry with this formula, charge and spin, eV: 5.081
Gap between HOMO and LUMO, Eh: 0.37403
E_HOMO, eV: -7.3

Each line ends with the natural charge from an NBO analysis.
Atoms and positions in Å:
N  16.455  18.261  28.722  0.734
O  16.609  19.204  27.956  -0.574
O  17.465  17.739  29.122  -0.564
O  15.390  17.696  28.956  -0.517
O  12.625  16.964  27.871  -0.949
H  13.321  17.228  27.287  0.487
H  12.377  17.825  28.139  0.452
O  15.470  15.326  30.794  -0.980
H  15.898  14.385  30.862  0.489
H  15.657  15.936  30.226  0.485
O  16.290  22.251  30.192  -0.965
H  15.390  21.961  29.925  0.459
H  16.833  21.719  29.563  0.491
O  14.734  17.845  26.014  -0.939
H  14.564  18.731  26.084  0.460
H  15.671  18.055  26.366  0.481
O  16.060  22.470  26.346  -0.944
H  16.531  21.803  26.903  0.479
H  15.772  23.046  27.198  0.463
O  18.472  16.928  26.661  -0.947
H  18.470  16.045  26.628  0.454
H  17.808  17.264  27.322  0.477
O  18.551  19.125  31.194  -0.961
H  18.264  18.340  30.638  0.490
H  17.863  19.429  31.612  0.452
O  18.923  15.104  29.283  -0.904
H  18.411  15.602  28.893  0.446
H  18.792  15.228  30.161  0.458
O  13.525  18.786  31.077  -0.980
H  14.063  18.243  30.509  0.505
H  12.950  18.376  31.660  0.469
O  18.297  21.086  28.419  -0.994
H  19.273  20.819  28.617  0.504
H  17.730  20.439  28.227  0.479


(4)
Density functional theory data (wB97M-V/def2-TZVPD) for a cluster of 10 separate species, H20O10 in total.

Electronic energy, a.u.: -764.40434
ΔE to the lowest compared entry with this formula, charge and spin, eV: 2.111
Structure (SMILES): O.O.O.O.O.O.O.O.O.O
Gap between HOMO and LUMO, Eh: 0.38036
E_HOMO, eV: -10.7

Each line ends with the natural charge from an NBO analysis.
Atoms and positions in Å:
O  -16.428  -10.307  -4.049  -0.928
H  -17.188  -9.736  -4.196  0.455
H  -16.623  -11.100  -4.565  0.475
O  -17.004  -13.636  2.530  -0.990
H  -16.733  -14.177  1.767  0.495
H  -17.727  -13.079  2.181  0.492
O  -19.157  -12.026  1.731  -0.960
H  -20.093  -11.850  1.875  0.484
H  -18.947  -11.650  0.864  0.490
O  -15.212  -13.789  -2.118  -0.978
H  -15.741  -14.256  -2.777  0.476
H  -15.854  -13.130  -1.757  0.492
O  -15.904  -15.258  0.538  -0.972
H  -15.531  -14.643  -0.113  0.497
H  -15.353  -16.047  0.498  0.484
O  -18.260  -9.097  -1.669  -0.955
H  -18.896  -8.531  -1.212  0.488
H  -18.458  -8.980  -2.603  0.473
O  -15.930  -7.858  -0.173  -0.949
H  -15.085  -8.242  -0.430  0.466
H  -16.597  -8.480  -0.499  0.479
O  -15.733  -11.561  1.279  -0.990
H  -15.886  -12.230  1.967  0.514
H  -14.775  -11.453  1.209  0.478
O  -17.165  -11.823  -1.082  -1.024
H  -17.055  -10.933  -1.448  0.500
H  -16.574  -11.845  -0.293  0.510
O  -19.020  -13.853  -2.631  -0.953
H  -18.500  -13.196  -2.144  0.490
H  -19.354  -13.388  -3.405  0.459


(5)
Density functional theory data (wB97M-V/def2-TZVPD) for a cluster of 10 separate species, H20O10 in total in a non-equilibrium geometry.

Electronic energy, a.u.: -764.38886
ΔE to the lowest compared entry with this formula, charge and spin, eV: 2.532
Structure (SMILES): O.O.O.O.O.O.O.O.O.O
Gap between HOMO and LUMO, Eh: 0.36906
E_HOMO, eV: -10.0

Each line ends with the natural charge from an NBO analysis.
Atoms and positions in Å:
O  -2.407  -2.144  1.135  -0.964
H  -2.329  -2.745  0.395  0.486
H  -3.025  -1.476  0.839  0.498
O  -2.965  2.029  0.256  -0.967
H  -2.929  2.983  0.182  0.464
H  -2.124  1.787  0.643  0.480
O  0.156  -1.027  0.190  -0.983
H  -0.557  -1.455  0.664  0.485
H  0.163  -0.131  0.527  0.488
O  -0.938  0.940  -2.280  -0.942
H  -1.079  1.794  -2.687  0.474
H  -0.815  1.134  -1.351  0.478
O  1.926  1.502  -1.726  -0.966
H  1.109  1.077  -1.987  0.490
H  2.267  1.883  -2.535  0.475
O  1.705  3.252  0.370  -0.984
H  2.375  3.674  -0.167  0.479
H  1.556  2.406  -0.053  0.497
O  -0.438  1.525  1.193  -0.979
H  -0.550  1.154  2.069  0.496
H  -0.050  2.386  1.345  0.517
O  -1.221  -3.143  3.504  -0.951
H  -1.742  -3.941  3.598  0.462
H  -1.484  -2.782  2.658  0.480
O  3.079  -1.664  0.213  -0.962
H  2.505  -1.752  -0.548  0.486
H  3.901  -2.073  -0.058  0.454
O  1.677  -1.703  -2.019  -0.971
H  0.896  -1.489  -1.508  0.502
H  1.338  -2.003  -2.862  0.477


(6)
Density functional theory data (wB97M-V/def2-TZVPD) for a cluster of 10 separate species, H20O10 in total in a non-equilibrium geometry.

Electronic energy, a.u.: -764.41060
ΔE to the lowest compared entry with this formula, charge and spin, eV: 1.941
Structure (SMILES): O.O.O.O.O.O.O.O.O.O
Gap between HOMO and LUMO, Eh: 0.41850
E_HOMO, eV: -11.0

Each line ends with the natural charge from an NBO analysis.
Atoms and positions in Å:
O  -1.647  0.186  1.984  -1.019
H  -1.480  1.006  1.392  0.505
H  -2.451  0.392  2.541  0.486
O  0.028  0.458  -2.353  -1.011
H  0.869  0.072  -1.959  0.517
H  0.238  0.489  -3.277  0.483
O  -1.183  -2.353  -0.403  -0.986
H  -1.622  -1.414  -0.358  0.508
H  -1.638  -2.642  0.347  0.473
O  -1.674  2.263  0.601  -0.996
H  -0.794  2.502  0.234  0.512
H  -2.225  3.007  0.431  0.499
O  0.479  2.802  -0.760  -0.975
H  1.067  2.247  -0.324  0.497
H  0.260  2.327  -1.621  0.506
O  2.297  -0.680  -1.305  -0.993
H  2.308  -0.214  -0.495  0.496
H  2.155  -1.609  -1.069  0.505
O  -2.233  -0.135  -1.125  -0.959
H  -2.009  0.666  -0.652  0.488
H  -1.441  -0.281  -1.681  0.503
O  1.827  0.944  0.708  -1.022
H  2.587  1.336  1.290  0.487
H  1.354  0.553  1.517  0.514
O  0.819  -0.696  2.457  -0.983
H  -0.133  -0.429  2.429  0.508
H  0.823  -1.421  1.769  0.498
O  1.391  -2.911  0.095  -1.054
H  1.586  -3.865  -0.055  0.486
H  0.443  -2.599  -0.359  0.527


(7)
Density functional theory data (wB97M-V/def2-TZVPD) for a structure of composition H20O10 in a non-equilibrium geometry.

Electronic energy, a.u.: -763.72809
ΔE to the lowest compared entry with this formula, charge and spin, eV: 20.513
Gap between HOMO and LUMO, Eh: 0.27921
E_HOMO, eV: -8.3

Each line ends with the natural charge from an NBO analysis.
Atoms and positions in Å:
O  -16.926  17.992  -3.303  -0.872
H  -16.686  18.916  -3.240  0.438
H  -17.882  17.989  -3.261  0.486
O  -16.801  18.493  -1.189  -0.996
H  -16.607  17.962  -1.961  0.475
H  -16.382  19.336  -1.365  0.397
O  -12.373  19.406  -1.070  -0.865
H  -11.666  19.290  -0.436  0.520
H  -13.173  19.234  -0.573  0.482
O  -16.114  19.697  -3.220  -0.904
H  -15.556  20.170  -2.602  0.465
H  -15.721  19.866  -4.076  0.448
O  -15.791  17.205  -4.703  -1.026
H  -16.294  17.574  -3.977  0.412
H  -15.953  17.801  -5.435  0.418
O  -12.349  20.103  -3.060  -0.993
H  -12.289  19.770  -2.165  0.438
H  -12.818  20.934  -2.977  0.434
O  -14.970  20.020  -4.766  -0.854
H  -14.659  20.800  -5.225  0.511
H  -14.198  19.457  -4.702  0.542
O  -14.523  18.305  -2.392  -0.865
H  -14.962  18.816  -3.072  0.467
H  -13.991  18.944  -1.917  0.456
O  -15.206  20.269  -1.462  -0.893
H  -14.802  20.155  -0.602  0.512
H  -16.072  20.632  -1.274  0.514
O  -14.559  16.442  -1.687  -1.030
H  -14.450  17.240  -2.205  0.436
H  -15.233  15.946  -2.152  0.445


(8)
Density functional theory data (wB97M-V/def2-TZVPD) for a structure of composition H20O10 in a non-equilibrium geometry.

Electronic energy, a.u.: -764.10684
ΔE to the lowest compared entry with this formula, charge and spin, eV: 10.206
Gap between HOMO and LUMO, Eh: 0.30107
E_HOMO, eV: -8.5

Each line ends with the natural charge from an NBO analysis.
Atoms and positions in Å:
O  52.016  51.358  55.563  -0.889
H  52.031  51.308  56.572  0.511
H  51.286  51.788  55.328  0.502
O  52.414  53.288  52.533  -0.964
H  52.615  52.383  52.286  0.470
H  53.327  53.520  53.016  0.441
O  55.388  51.021  53.149  -0.947
H  54.703  50.681  53.571  0.453
H  55.192  51.912  52.967  0.444
O  52.147  48.383  56.253  -0.919
H  51.218  48.365  56.172  0.478
H  52.278  49.264  55.914  0.468
O  53.599  50.350  54.529  -0.962
H  52.970  50.959  54.887  0.469
H  54.133  50.025  55.104  0.467
O  52.760  46.144  54.882  -1.097
H  52.422  46.158  53.921  0.452
H  52.589  46.987  55.482  0.476
O  52.266  46.363  52.727  -0.876
H  52.119  47.197  52.917  0.493
H  53.089  46.167  52.058  0.508
O  52.660  51.609  51.073  -0.955
H  51.826  51.197  50.754  0.492
H  53.186  51.959  50.231  0.518
O  49.536  48.888  53.317  -0.997
H  49.117  49.037  52.431  0.481
H  50.459  48.897  53.420  0.492
O  52.154  49.206  53.409  -0.930
H  52.149  49.715  52.654  0.463
H  52.881  49.343  53.725  0.457


(9)
Density functional theory data (wB97M-V/def2-TZVPD) for a cluster of 10 separate species, H20O10 in total in a non-equilibrium geometry.

Electronic energy, a.u.: -764.31046
ΔE to the lowest compared entry with this formula, charge and spin, eV: 4.666
Structure (SMILES): O.O.O.O.O.O.O.O.O.O
Gap between HOMO and LUMO, Eh: 0.37416
E_HOMO, eV: -10.1

Each line ends with the natural charge from an NBO analysis.
Atoms and positions in Å:
O  21.421  11.175  38.311  -0.976
H  21.741  10.415  37.741  0.485
H  20.525  11.112  38.614  0.487
O  23.793  6.886  34.266  -1.022
H  24.513  6.154  34.677  0.512
H  23.650  6.798  33.386  0.474
O  25.200  4.856  35.491  -0.982
H  26.100  4.709  35.901  0.509
H  24.647  3.995  35.427  0.521
O  23.838  9.667  39.081  -0.917
H  23.415  10.307  39.659  0.472
H  23.559  9.939  38.308  0.442
O  21.128  6.311  37.545  -1.032
H  21.064  5.481  38.166  0.490
H  21.935  6.889  37.582  0.509
O  23.907  4.623  38.745  -0.949
H  23.748  5.548  38.750  0.488
H  24.832  4.492  38.748  0.461
O  21.129  5.126  34.470  -0.959
H  20.541  5.388  33.769  0.462
H  21.408  5.963  34.955  0.496
O  26.335  8.337  34.365  -0.955
H  26.631  7.971  33.586  0.468
H  25.647  7.922  34.776  0.484
O  23.508  9.772  36.262  -0.952
H  22.892  10.173  35.665  0.497
H  24.226  10.442  36.333  0.509
O  23.551  7.289  36.963  -1.028
H  23.610  6.668  36.195  0.501
H  23.485  8.282  36.730  0.504


Question: What is the formula in the eighth record?
Answer: H20O10